{"formula": "C4H17NO3", "method": "the ωB97M-V functional and the def2-TZVPD basis", "elements": ["C", "N", "C", "C", "C", "H", "H", "H", "H", "H", "H", "H", "H", "H", "H", "H", "H", "H", "O", "H", "H", "O", "H", "H", "O"], "coordinates": [[1.904854, 0.269337, -1.576079], [1.233508, -0.770243, -0.821105], [-0.715789, -0.951795, -2.545643], [-0.213515, -0.945993, -1.074519], [-0.985534, 0.161409, -0.323321], [1.973250, 0.094368, -2.695956], [2.968599, 0.348841, -1.400251], [1.317998, 1.170574, -1.510268], [1.720642, -1.654148, -0.871184], [-0.977590, -1.950397, -2.875574], [0.086513, -0.488401, -3.108863], [-1.591323, -0.315399, -2.589316], [-0.345783, -1.911131, -0.550215], [-1.924668, -0.245009, 0.074248], [-1.384026, 0.899668, -1.009352], [-0.544201, 0.587090, 0.586529], [-1.072590, -0.257992, 3.520334], [0.527338, 0.181755, 3.530167], [-0.235666, -0.248027, 3.965393], [1.455239, 0.135649, 1.252344], [2.489013, 0.834360, 2.094473], [1.537210, 0.642158, 2.068948], [-2.369837, 2.070851, 2.478485], [-2.071655, 0.864273, 1.551015], [-2.781984, 1.478202, 1.829708]], "forces_ev_per_a": [[-0.2, -0.8, -2.1], [0.1, 0.3, -0.3], [0.6, -0.1, 1.2], [0.5, 0.1, 1.2], [-1.1, -0.7, 0.5], [-0.5, -0.2, 0.6], [0.1, 0.4, 1.1], [0.3, 0.7, 0.4], [0.1, 0.0, -0.1], [0.2, -0.1, -0.3], [-0.2, -0.2, -0.6], [-0.2, 0.0, -0.3], [-0.7, 0.3, -0.4], [-0.1, -0.5, -0.3], [0.5, 0.6, 0.1], [0.7, 0.1, -0.7], [0.0, 0.4, -0.9], [-0.9, -0.1, -0.8], [0.7, -0.4, 1.7], [-0.1, -0.4, -0.5], [0.1, 0.1, 0.1], [0.2, 0.3, 0.2], [0.0, -0.3, -0.3], [-0.6, 0.7, 0.3], [0.4, -0.2, 0.2]], "charge": -1, "de_lowest_kj_mol": 67.8, "multiplicity": 2, "gap_ev": [2.62, 9.24], "largest_force_ev_per_a": 2.30, "homo_ev": [0.98, -5.79], "lumo_energy_ev": [3.605, 3.451]}

=====

{"formula": "C3H6N2OS", "method": "the ωB97M-V functional and the def2-TZVPD basis", "elements": ["C", "C", "C", "N", "N", "O", "S", "H", "H", "H", "H", "H", "H"], "coordinates": [[-1.947436, -0.825318, 0.095661], [0.798892, -0.133198, -0.692406], [-1.340087, -0.013358, -1.081558], [-0.051643, -0.556052, -1.423235], [2.296678, 0.659906, 1.221594], [-3.034647, -0.475050, 0.536398], [0.659585, 0.791867, 0.792665], [-1.246443, -1.594179, 0.450405], [1.795866, -0.640822, -0.693855], [-2.038388, 0.068511, -1.881645], [-1.187462, 0.927658, -0.724829], [2.583066, 0.176978, 2.120354], [2.712019, 1.613056, 1.280452]], "forces_ev_per_a": [[-1.6, 2.3, -0.7], [5.3, -1.1, 3.0], [-0.6, -2.9, 0.1], [-3.8, -1.0, -3.4], [1.5, 1.0, 1.5], [1.9, -1.4, -0.2], [0.2, 0.4, 0.7], [-0.5, -0.4, 0.5], [-0.3, 0.9, -0.2], [-0.5, -0.3, -0.7], [0.0, 3.1, 1.1], [-1.2, 0.5, -1.5], [-0.4, -1.1, -0.2]], "de_lowest_kj_mol": 298.0, "smiles": "NS/C=N\\CC=O", "gap_ev": 9.74, "largest_force_ev_per_a": 6.15, "homo_ev": -9.39, "lumo_energy_ev": 0.345}

=====

{"formula": "C20H44FINO2P", "method": "the ωB97M-V functional and the def2-TZVPD basis", "elements": ["C", "C", "P", "C", "C", "C", "O", "C", "O", "C", "C", "C", "C", "C", "C", "I", "C", "C", "F", "H", "H", "H", "H", "H", "H", "H", "H", "H", "H", "H", "H", "H", "H", "H", "H", "H", "H", "H", "H", "H", "H", "H", "H", "H", "H", "H", "H", "H", "C", "C", "N", "C", "C", "C", "C", "H", "H", "H", "H", "H", "H", "H", "H", "H", "H", "H", "H", "H", "H", "H"], "coordinates": [[-0.405651, -0.676836, 1.793344], [0.311436, 0.442324, 1.797868], [0.081028, 1.889637, 0.681938], [-1.260936, 2.054640, -0.592327], [-2.196049, 0.841011, -0.674427], [-2.814290, 0.713525, -2.063108], [-1.836109, 0.223042, -2.991066], [1.133465, 0.911431, -0.652569], [2.168762, 0.123218, -0.073236], [3.477652, 0.259756, -0.601212], [4.473391, 0.722959, 0.473910], [5.277635, 1.994920, 0.127205], [1.395217, 3.209229, 0.770285], [1.219681, 4.336875, -0.268578], [2.120676, 4.220936, -1.492693], [1.712282, 6.238391, 0.694271], [-0.997661, 2.767735, 2.041595], [-1.311452, 4.247666, 1.932989], [-2.235481, 2.073762, 2.076253], [-1.464188, -0.702864, 1.571293], [0.065819, -1.630060, 2.006615], [1.149218, 0.527760, 2.485126], [-1.853176, 2.962740, -0.470905], [-0.753448, 2.137586, -1.559941], [-2.991366, 0.920711, 0.065140], [-1.632874, -0.080380, -0.527884], [-3.645929, 0.008310, -2.044210], [-3.148632, 1.695155, -2.413262], [-1.599347, 0.931976, -3.601289], [0.454549, 0.240999, -1.195410], [1.543329, 1.608223, -1.391943], [3.777312, -0.737227, -0.942999], [3.499051, 0.908536, -1.483247], [3.935262, 0.876637, 1.410147], [5.175076, -0.087989, 0.676393], [4.786774, 2.543728, -0.676700], [6.285209, 1.740811, -0.197825], [5.345882, 2.653736, 0.992147], [1.495367, 3.600134, 1.780800], [2.340271, 2.703343, 0.558830], [0.182070, 4.468989, -0.558064], [1.625731, 3.595538, -2.242782], [2.266558, 5.187327, -1.968535], [3.074447, 3.759685, -1.249997], [-0.526708, 2.580221, 3.014607], [-1.535243, 4.580106, 0.919880], [-0.470214, 4.824009, 2.319611], [-2.147275, 4.477199, 2.597246], [-1.206537, -2.847464, -2.064247], [-0.753321, -3.899854, -1.065326], [-1.203701, -3.621087, 0.288517], [-0.559829, -4.446521, 1.293659], [-0.816005, -5.958184, 1.266369], [-2.632754, -3.422745, 0.450091], [-3.572563, -4.556481, 0.019671], [-0.902184, -1.853801, -1.739210], [-0.754493, -3.035425, -3.038717], [-2.288076, -2.846025, -2.206437], [0.340113, -3.912535, -1.045797], [-1.066319, -4.893474, -1.425372], [-0.831595, -4.056311, 2.279413], [0.519234, -4.281741, 1.201592], [-1.809494, -6.211738, 1.634325], [-0.095933, -6.462071, 1.914173], [-0.702430, -6.373452, 0.264536], [-2.911416, -2.522033, -0.104509], [-2.818808, -3.174387, 1.498979], [-3.287295, -4.976359, -0.945895], [-4.589890, -4.172079, -0.077283], [-3.603822, -5.365393, 0.748183]], "forces_ev_per_a": [[-0.1, 0.0, 0.1], [-0.4, 0.3, 0.2], [-0.2, 0.0, 0.3], [0.0, 0.0, -0.3], [-0.1, 0.0, -0.5], [0.5, 0.3, -0.1], [0.0, 0.2, -0.2], [-0.3, -0.4, 0.0], [0.2, 0.5, -0.1], [0.1, -0.6, 0.2], [0.3, 0.2, 0.0], [-0.3, -0.3, 0.1], [0.3, -0.2, -0.1], [0.4, 0.2, 0.5], [-0.6, -0.2, -0.4], [0.0, 0.0, -0.1], [0.0, 0.3, -0.1], [0.2, -0.1, 0.4], [0.0, -0.1, 0.0], [0.2, -0.1, -0.9], [-0.2, 0.1, 1.0], [0.7, -0.3, -0.8], [0.0, 0.0, 0.2], [0.1, 0.0, 0.1], [0.1, -0.1, 0.1], [-0.1, -0.1, 0.2], [0.0, 0.0, -0.1], [-0.4, -0.1, 0.1], [-0.1, -0.3, 0.2], [0.0, 0.0, 0.0], [0.0, 0.0, 0.0], [0.0, 0.0, -0.1], [-0.1, 0.1, 0.1], [-0.2, 0.0, -0.1], [0.0, 0.0, 0.0], [0.1, 0.1, 0.0], [0.0, 0.1, -0.1], [0.1, 0.0, 0.0], [-0.3, 0.0, 0.0], [0.0, 0.0, 0.1], [0.0, 0.1, 0.0], [0.1, -0.1, 0.1], [0.1, 0.0, 0.0], [0.1, 0.2, 0.1], [0.0, 0.0, 0.0], [-0.1, 0.0, 0.0], [0.0, 0.1, -0.2], [-0.1, 0.0, -0.2], [0.1, 0.0, 0.0], [-0.1, 0.0, -0.1], [0.0, -0.1, 0.0], [0.2, 0.0, 0.1], [0.0, 0.0, 0.1], [-0.1, 0.1, 0.0], [-0.1, 0.0, 0.1], [0.0, 0.0, 0.0], [0.0, 0.0, 0.0], [0.0, 0.0, 0.0], [0.0, 0.0, 0.1], [0.0, 0.0, 0.0], [-0.1, 0.0, 0.0], [0.0, 0.0, -0.1], [0.0, 0.0, -0.1], [0.0, 0.0, 0.0], [0.0, 0.0, 0.0], [0.0, 0.0, 0.0], [0.1, -0.1, 0.0], [0.0, 0.0, 0.0], [0.0, 0.0, 0.0], [0.1, 0.0, 0.0]], "smiles": "C=CP(CCCO)(COCCC)(C[C@H](C)I)[C@@H](C)F.CCN(CC)CC", "gap_ev": 8.00, "largest_force_ev_per_a": 1.12, "homo_ev": -7.58, "lumo_energy_ev": 0.416}

=====

{"formula": "C23H26N4PPtS2", "method": "the ωB97M-V functional and the def2-TZVPD basis", "elements": ["Pt", "C", "C", "C", "C", "C", "C", "P", "C", "C", "C", "C", "C", "C", "C", "C", "C", "C", "C", "C", "H", "H", "H", "H", "H", "H", "H", "H", "H", "H", "H", "H", "H", "H", "C", "N", "C", "N", "S", "H", "H", "H", "H", "H", "H", "S", "C", "N", "C", "C", "N", "H", "H", "H", "H", "H", "H"], "coordinates": [[0.090492, -0.124162, 0.615816], [1.481173, -4.687655, -0.612571], [1.201294, -4.443638, 0.724517], [1.424583, -3.182563, 1.258285], [1.948390, -2.168956, 0.437503], [2.206358, -2.415939, -0.925392], [1.973032, -3.672901, -1.439279], [2.303155, -0.570493, 1.146222], [3.897540, 0.072651, 0.791914], [4.855483, -0.704471, 0.125050], [6.128869, -0.191264, -0.038169], [6.425448, 1.094084, 0.402685], [5.468764, 1.869391, 1.053047], [4.196667, 1.368838, 1.242331], [1.800782, -0.442564, 2.833986], [2.349804, -0.497415, 4.104713], [1.473089, -0.257746, 5.157137], [0.134172, 0.069370, 4.925358], [-0.391739, 0.184595, 3.637991], [0.473215, -0.108150, 2.597710], [1.337798, -5.681525, -1.017954], [0.850309, -5.243231, 1.363677], [1.263370, -3.002467, 2.314401], [2.596986, -1.633614, -1.565299], [2.188017, -3.878344, -2.479490], [4.630007, -1.705336, -0.215223], [6.895896, -0.793831, -0.504798], [7.414030, 1.499841, 0.232125], [5.720202, 2.860266, 1.404908], [3.443643, 1.971323, 1.737889], [3.397175, -0.710902, 4.273775], [1.833237, -0.307382, 6.175941], [-0.509117, 0.270404, 5.772475], [-1.423107, 0.475348, 3.486300], [-3.332229, 3.270251, -0.866298], [-2.124061, 2.699434, -0.259424], [-0.967095, 2.631123, -0.866352], [-0.788664, 3.091512, -2.089825], [0.484522, 2.011641, -0.049696], [-4.155647, 3.146547, -0.170917], [-3.569459, 2.743570, -1.790856], [-3.193401, 4.335122, -1.056851], [-2.151171, 2.417557, 0.708113], [-1.492757, 3.644674, -2.560949], [0.118606, 3.028510, -2.526648], [-1.458143, -0.634977, -1.134877], [-1.899495, -2.276471, -0.776341], [-2.071724, -3.183489, -1.713898], [-2.517526, -4.476980, -1.168844], [-2.665505, -4.163830, 0.337182], [-2.170247, -2.776170, 0.422199], [-1.896831, -3.003515, -2.690268], [-1.768037, -5.240759, -1.365452], [-3.456737, -4.777809, -1.626283], [-2.070269, -4.821423, 0.965814], [-3.702876, -4.205901, 0.663388], [-2.258776, -2.204281, 1.245099]], "forces_ev_per_a": [[0.2, -0.8, -0.9], [0.0, 0.0, 0.0], [0.0, 0.0, 0.0], [0.0, -0.1, 0.0], [0.1, 0.0, 0.1], [-0.1, 0.0, -0.1], [0.0, 0.0, 0.0], [0.2, -0.6, 0.8], [-0.3, 0.4, -0.5], [0.0, 0.0, 0.1], [0.0, 0.0, 0.0], [0.0, 0.0, 0.0], [0.0, 0.0, -0.1], [0.0, 0.0, 0.1], [0.2, 0.2, -0.2], [-0.1, -0.2, 0.1], [0.0, 0.0, 0.0], [0.0, 0.0, 0.0], [0.0, 0.1, -0.1], [-0.1, 0.7, 0.2], [0.0, 0.0, 0.0], [0.0, 0.0, 0.0], [0.0, 0.0, 0.0], [0.0, 0.0, 0.0], [0.0, 0.0, 0.0], [0.0, 0.0, 0.0], [0.0, 0.0, -0.1], [0.0, 0.0, 0.1], [0.0, 0.0, 0.0], [0.0, 0.0, 0.1], [0.0, 0.0, 0.0], [0.0, 0.1, 0.0], [0.0, -0.1, 0.0], [0.0, 0.1, 0.0], [0.0, 0.0, 0.0], [0.0, 0.0, 0.0], [0.0, -0.1, 0.0], [0.0, 0.1, 0.0], [-0.1, 0.1, 0.3], [0.0, 0.0, 0.0], [0.0, 0.0, 0.0], [0.0, 0.0, 0.0], [0.0, 0.0, 0.0], [0.0, 0.0, 0.0], [0.0, -0.1, 0.0], [-0.2, 0.3, 0.1], [0.0, 0.0, -0.1], [0.0, 0.0, 0.0], [0.0, 0.0, 0.0], [-0.1, 0.0, 0.0], [0.1, 0.0, 0.0], [0.0, 0.0, 0.0], [0.0, 0.0, 0.0], [0.0, 0.0, 0.0], [0.0, 0.0, 0.0], [0.0, 0.0, 0.0], [-0.1, 0.0, 0.0]], "charge": 3, "de_lowest_kj_mol": 66.1, "gap_ev": 6.18, "largest_force_ev_per_a": 1.21, "homo_ev": -17.33, "lumo_energy_ev": -11.151}

=====

{"formula": "C11H18NOP", "method": "the ωB97M-V functional and the def2-TZVPD basis", "elements": ["C", "C", "C", "C", "C", "C", "C", "C", "C", "C", "C", "N", "O", "P", "H", "H", "H", "H", "H", "H", "H", "H", "H", "H", "H", "H", "H", "H", "H", "H", "H", "H"], "coordinates": [[-1.726930, 3.184873, -1.555008], [-2.416159, 2.016544, -1.812322], [-0.399811, 3.341590, -1.867701], [-1.765514, 0.913126, -2.345144], [0.274719, 2.206696, -2.292527], [-0.382094, 0.936200, -2.522879], [1.138750, -0.673839, 2.809051], [-0.792005, -1.310342, 1.460741], [1.484604, -2.478204, 1.130651], [0.335623, -0.246663, -2.848042], [0.724099, -1.106892, 1.480002], [0.767616, 1.443323, 0.635258], [2.770070, -0.083476, 0.149055], [1.322400, -0.131352, 0.138954], [-2.382168, 4.081047, -1.339208], [-3.438551, 1.905167, -1.564887], [-0.008734, 4.270729, -1.800589], [-2.376109, -0.029441, -2.328199], [1.361316, 2.187535, -2.607102], [2.137065, -0.158546, 2.979438], [0.468965, 0.115079, 3.024291], [1.021192, -1.590161, 3.411137], [-1.296855, -0.454686, 1.899031], [-0.988962, -2.374506, 1.960423], [-1.183569, -1.457601, 0.457059], [2.469989, -2.183863, 1.253027], [1.325220, -3.236301, 1.913924], [1.185892, -2.860331, 0.202913], [-0.051432, -1.173500, -2.980766], [1.363598, -0.016293, -2.964585], [-0.127133, 1.276683, 1.008344], [0.831019, 2.066578, -0.156260]], "forces_ev_per_a": [[-2.5, 1.9, -0.2], [1.0, -0.7, -0.3], [-0.7, -3.4, -0.6], [-1.4, -0.8, 1.5], [1.3, -1.0, -1.5], [-0.3, 0.5, 0.0], [1.7, 0.8, 1.5], [0.1, -2.6, 0.3], [-2.0, 1.0, 2.5], [1.2, 3.9, 1.3], [-0.3, -3.6, -1.8], [1.6, -1.8, -0.9], [2.9, -0.3, -0.9], [-1.5, 2.8, 0.3], [1.1, -1.0, 0.2], [-0.9, 0.2, 0.1], [1.7, 2.6, 0.2], [0.9, 0.8, -0.6], [-1.2, 0.5, 0.7], [-0.8, -1.2, -0.7], [-0.9, 0.7, 1.2], [0.0, 0.8, 0.6], [-0.4, -0.3, 0.4], [0.0, 2.6, -0.4], [0.1, 0.1, -0.3], [2.2, 0.0, -0.6], [-0.5, 0.2, -0.2], [0.0, -0.6, -1.5], [-1.2, -2.5, -0.4], [1.0, -0.7, -0.3], [-1.7, 0.7, 0.2], [-0.6, 0.5, 0.3]], "de_lowest_kj_mol": 270.6, "gap_ev": [6.93, 7.12], "largest_force_ev_per_a": 4.26, "homo_ev": [-7.69, -7.88], "lumo_energy_ev": [-0.754, -0.762]}

=====

Number 5 is which compound?
C11H18NOP